1.
Below is a cluster of 2 separate species, C5H6F2O in total at a distorted geometry, with properties calculated with ωB97M-V/def2-TZVPD.

Each line ends with the Löwdin charge.
Element x y z (Å)
C  1.517  1.415  -1.201  0.09
C  -1.535  0.436  -0.122  -0.15
C  1.690  0.325  -0.714  -0.19
C  1.794  -0.916  0.070  -0.08
C  -1.638  -0.687  0.523  -0.39
O  -2.033  1.633  0.298  0.01
F  -1.166  -1.883  0.181  0.10
F  -2.303  -0.873  1.669  0.11
H  -2.528  1.410  1.180  0.16
H  1.532  2.338  -1.688  0.02
H  -0.816  0.456  -0.933  0.11
H  2.569  -0.810  0.807  0.08
H  2.113  -1.643  -0.601  0.05
H  0.805  -1.202  0.530  0.08

Gap between HOMO and LUMO = 9.925 eV
Lowest unoccupied orbital energy = 0.71 eV
Relative energy (zero: lowest compared OMol25 entry of this formula, charge and spin) = 274.7 kJ/mol
E_HOMO = -9.22 eV



2.
Below is a structure of composition C5H6FMnO4 at a distorted geometry, with properties calculated with ωB97M-V/def2-TZVPD.

Each line ends with the Löwdin charge.
Element x y z (Å)
O  3.026  -0.018  -0.960  -0.11
C  3.140  -0.826  -0.025  -0.15
H  4.139  -0.964  0.417  0.17
H  0.705  -1.023  0.275  0.20
C  2.051  -1.658  0.452  0.05
H  1.754  -2.406  -0.289  0.12
H  2.259  -2.073  1.447  0.11
C  -0.655  -0.060  -0.278  -0.17
C  -1.943  0.528  0.238  0.00
O  -2.917  -0.112  -0.594  0.14
C  -2.362  -1.039  -1.356  -0.50
O  -0.994  -1.056  -1.115  0.13
O  -2.891  -1.820  -2.072  0.27
F  0.086  0.915  -1.034  -0.08
H  -1.984  1.613  0.095  0.16
H  -2.127  0.262  1.284  0.17
Mn  1.793  1.035  -1.870  1.47

Gap between HOMO and LUMO (spin up / spin down) = 7.726 / 7.462 eV
Lowest unoccupied orbital energy (spin up / spin down) = -10.28 / -11.02 eV
Net charge = +2
2S+1 = 7
E_HOMO (spin up / spin down) = -18.01 / -18.49 eV



3.
Below is the molecule C5H6FNS at a distorted geometry, with properties calculated with ωB97M-V/def2-TZVPD.

Each line ends with the Löwdin charge.
Element x y z (Å)
C  -0.437  -0.214  -0.623  -0.44
C  -1.462  -0.524  -1.657  -0.13
C  -2.016  -1.742  -1.716  0.02
C  0.012  1.151  -0.570  -0.03
C  0.584  1.691  0.559  -0.17
H  0.888  -2.338  1.717  -0.12
H  -1.673  0.292  -2.345  0.09
H  -2.714  -2.081  -2.561  0.08
H  -1.834  -2.478  -0.929  0.06
H  -0.230  1.727  -1.454  0.11
H  0.665  1.171  1.551  0.04
N  -0.008  -1.218  0.082  -0.35
F  1.032  2.936  0.570  0.04
S  0.974  -1.022  1.398  0.79

Gap between HOMO and LUMO = 8.355 eV
Lowest unoccupied orbital energy = -0.06 eV
Relative energy (zero: lowest compared OMol25 entry of this formula, charge and spin) = 166.4 kJ/mol
E_HOMO = -8.41 eV